1.
# C17H30BFN2O11

A cluster of 3 separate species, C17H30BFN2O11 in total in a non-equilibrium geometry (wB97M-V/def2-TZVPD, the OMol25 dataset).

The calculation puts the LUMO energy at -0.21 eV. As for the energy above the lowest of the compared OMol25 structures with the same formula, charge and spin: 0.000 eV. The calculated total energy is -47014.38618 eV. The value obtained for the HOMO energy is -9.301 eV. As for the SMILES: CCN(CCN(CB(O)O)C(=O)OC[C@@H](C)F)C(C)=O.O=C1OCCO1.O=C1OCCO1. For the max |F|, the calculation gives 1.01 eV/Å. For the HOMO-LUMO gap, the calculation gives 9.09 eV.

The geometry in ORCA input format:
```
! wB97M-V def2-TZVPD RIJCOSX def2/J DEFGRID3
* xyz 0 1
C 3.03 1.20 1.46
C 3.48 0.58 0.13
N 2.38 -0.06 -0.59
C 1.41 0.91 -1.13
C 0.15 1.14 -0.27
N -1.09 0.74 -0.95
C -2.27 1.08 -0.14
B -2.64 2.60 0.00
O -1.90 3.65 -0.56
O -3.82 2.89 0.66
C -1.16 -0.66 -1.22
O -1.69 -1.10 -2.18
O -0.61 -1.43 -0.25
C -1.44 -2.49 0.23
C -1.13 -3.80 -0.49
C 0.00 -4.58 0.14
F -2.30 -4.59 -0.48
C 2.69 -1.09 -1.48
C 4.13 -1.51 -1.63
O 1.81 -1.63 -2.10
H 2.16 0.67 1.85
H 3.83 1.10 2.21
H 2.81 2.27 1.37
H 3.94 1.36 -0.50
H 4.24 -0.17 0.34
H 1.93 1.87 -1.26
H 1.08 0.59 -2.12
H 0.28 0.62 0.69
H 0.05 2.20 -0.05
H -3.15 0.62 -0.63
H -2.23 0.62 0.87
H -1.18 3.94 0.02
H -3.71 3.49 1.42
H -2.51 -2.27 0.11
H -1.23 -2.57 1.31
H -0.89 -3.55 -1.53
H -0.32 -4.98 1.11
H 0.30 -5.42 -0.50
H 0.86 -3.92 0.27
H 4.18 -2.16 -2.51
H 4.82 -0.67 -1.71
H 4.42 -2.09 -0.74
C 2.30 -4.31 3.77
C 2.87 -5.39 2.88
O 3.29 -4.64 1.73
C 3.49 -3.37 2.10
O 4.00 -2.53 1.42
O 3.04 -3.16 3.36
H 2.45 -4.48 4.83
H 1.24 -4.12 3.58
H 3.75 -5.88 3.31
H 2.15 -6.15 2.58
C -4.76 5.13 -2.21
C -4.22 5.93 -1.03
O -4.34 7.27 -1.50
C -5.29 7.32 -2.46
O -5.74 8.32 -2.92
O -5.66 6.07 -2.81
H -5.29 4.23 -1.93
H -3.97 4.89 -2.93
H -4.84 5.81 -0.14
H -3.19 5.70 -0.79
*
```

=====

2.
# C17H30Br2FN6O

A cluster of 2 separate species, C17H30Br2FN6O in total in a non-equilibrium geometry (wB97M-V/def2-TZVPD, the OMol25 dataset).

The calculation puts the LUMO energy at -2.64 eV. The calculated total energy is -171899.90671 eV. The value obtained for the HOMO energy is -11.479 eV. For the max |F|, the calculation gives 1.87 eV/Å. For the HOMO-LUMO gap, the calculation gives 8.84 eV.

The geometry in ORCA input format:
```
! wB97M-V def2-TZVPD RIJCOSX def2/J DEFGRID3
* xyz 1 1
C -1.00 0.02 -5.27
C -0.78 -0.59 -3.85
C 0.73 -0.44 -3.46
C 0.95 0.59 -2.37
F 0.37 0.19 -1.17
C 0.60 2.05 -2.78
N 1.74 2.86 -2.22
C 2.26 2.01 -1.29
N 2.54 2.27 -0.05
C 3.05 1.27 0.89
C 2.45 1.38 2.33
N 3.55 1.32 3.31
N 1.70 2.62 2.59
N 1.52 0.29 2.58
N 2.36 0.81 -1.97
O -1.63 0.11 -2.95
C -2.86 -0.57 -2.68
C -3.01 -0.79 -1.18
C -2.49 0.12 -0.30
C -2.55 -0.01 1.06
C -3.18 -1.13 1.58
C -3.73 -2.03 0.72
C -3.67 -1.89 -0.65
H -1.01 -0.77 -6.03
H -0.21 0.74 -5.53
H -1.96 0.55 -5.32
H -0.97 -1.66 -3.92
H 1.30 -0.12 -4.33
H 1.08 -1.41 -3.11
H -0.27 2.30 -2.16
H 0.46 2.11 -3.85
H 1.40 3.75 -1.86
H 2.38 3.23 0.25
H 2.78 0.27 0.54
H 4.14 1.34 0.93
H 3.76 2.27 3.59
H 3.20 0.89 4.16
H 2.23 3.46 2.37
H 0.79 2.64 2.13
H 0.76 0.65 3.16
H 1.96 -0.46 3.09
H 2.73 0.02 -1.45
H -3.67 0.12 -2.97
H -2.99 -1.50 -3.24
H -1.97 0.98 -0.72
H -2.09 0.75 1.68
H -3.22 -1.26 2.66
H -4.22 -2.90 1.15
H -4.11 -2.61 -1.34
Br -0.35 -0.78 4.98
C -0.61 -2.55 4.21
C 0.07 -3.61 5.04
Br 1.99 -3.60 4.73
H -0.25 -2.51 3.19
H -1.69 -2.71 4.21
H -0.26 -4.60 4.74
H -0.08 -3.48 6.10
*
```